1.
{"formula": "C4H5NO2", "method": "the ωB97M-V functional and the def2-TZVPD basis", "energy_ha": -360.60168, "homo_lumo_gap_ev": 10.8, "homo_energy_ev": -10.24, "total_charge": 0, "e_lumo_ha": 0.0209, "smiles": "O=C[C@H]1CN1C=O", "species": ["O", "O", "N", "C", "C", "C", "C", "H", "H", "H", "H", "H"], "xyz": [[-0.5791, -2.2631, -1.8412], [0.1144, 2.5930, 1.1342], [0.4663, 0.6055, 0.0419], [0.0552, 1.9347, 0.1265], [0.1155, -1.5314, -1.1818], [0.2059, -0.3281, 1.0934], [-0.4288, -0.4937, -0.2592], [-0.4368, 0.0023, 1.9075], [1.0389, -0.9665, 1.3799], [-1.4967, -0.3051, -0.3474], [1.2211, -1.5837, -1.2076], [-0.2760, 2.3361, -0.8463]], "forces_ev_per_a": [[0.3, 0.3, 0.3], [0.0, -0.3, -0.4], [0.1, 0.2, 0.1], [0.0, 0.1, 0.2], [-0.3, -0.2, -0.2], [0.1, -0.1, 0.3], [-0.3, 0.0, -0.1], [0.1, -0.1, -0.2], [-0.2, 0.1, -0.1], [0.1, 0.0, 0.0], [0.0, 0.0, 0.0], [0.0, 0.0, 0.1]]}

=====

2.
{"formula": "C31H21GeN7PtSe", "method": "the ωB97M-V functional and the def2-TZVPD basis", "energy_ha": -6174.68406, "homo_lumo_gap_ev": [6.9, 6.7], "homo_energy_ev": [-11.18, -11.17], "total_charge": 1, "e_lumo_ha": [-0.1572, -0.1653], "multiplicity": 2, "species": ["Pt", "Se", "Ge", "N", "N", "N", "N", "N", "N", "N", "C", "C", "C", "C", "C", "C", "C", "C", "C", "C", "C", "C", "C", "C", "C", "C", "C", "C", "C", "C", "C", "C", "C", "C", "C", "C", "C", "C", "C", "C", "C", "H", "H", "H", "H", "H", "H", "H", "H", "H", "H", "H", "H", "H", "H", "H", "H", "H", "H", "H", "H", "H"], "xyz": [[1.4560, -0.2527, -0.1768], [1.2257, 6.1400, 4.0943], [-0.9583, -0.8365, -0.0330], [0.9468, 1.7501, -0.2537], [1.6829, 4.4659, 4.4706], [2.5642, -4.0013, 1.2548], [1.8356, 0.4050, 1.8869], [3.9581, -3.9158, 3.3079], [2.1200, -2.1138, -0.2103], [0.8478, 5.7750, 2.3977], [0.0117, -1.2337, -3.1490], [1.5295, 3.7713, 3.3751], [-2.5648, 0.9478, -1.5521], [1.6038, 1.7179, 2.0565], [3.3386, -3.9522, 2.3349], [1.8063, 2.3425, 3.2816], [-1.4537, 0.4749, -4.0724], [-1.0083, -5.0872, -0.1532], [-3.0214, 1.6755, -2.6734], [-1.5633, 0.1982, 1.5060], [0.5277, 2.3767, -1.3518], [0.8609, 3.8183, 0.9493], [-2.5796, -4.3382, 1.5007], [-1.2615, -2.7247, 0.2696], [2.2680, 1.5705, 4.3513], [2.2666, -0.3281, 2.9042], [-0.8611, 0.2459, -5.3389], [2.4985, 0.2261, 4.1604], [0.5725, -1.4284, -4.3794], [1.1245, 2.4550, 0.8866], [-0.6600, -3.7740, -0.4243], [-1.9679, -5.3713, 0.8087], [0.1306, -0.6791, -5.4902], [-2.2254, -3.0228, 1.2360], [-2.4712, 1.4476, -3.9003], [2.3583, -2.9957, 0.5430], [-1.0148, -0.2754, -2.9529], [0.2560, 3.7397, -1.3617], [0.4168, 4.4676, -0.2043], [1.0656, 4.4987, 2.2236], [-1.5933, -0.0143, -1.6741], [2.4346, -1.3816, 2.7235], [0.0906, -3.5821, -1.1779], [1.3525, -2.1675, -4.5066], [-0.0823, 4.2016, -2.2777], [0.3978, 1.7684, -2.2366], [-1.3491, 1.2580, 1.3735], [-2.8067, 2.0063, -4.7658], [0.3476, -1.8357, -2.3130], [-3.3290, -4.5524, 2.2510], [-3.0023, 1.1684, -0.5851], [2.8627, -0.4078, 4.9560], [0.5774, -0.8458, -6.4610], [0.2105, 5.5291, -0.1668], [2.4364, 2.0429, 5.3099], [-2.7097, -2.2332, 1.7979], [-1.0801, -0.1623, 2.4136], [-0.5263, -5.8913, -0.6931], [-3.8045, 2.4119, -2.5507], [-2.2360, -6.3980, 1.0189], [-2.6415, 0.0858, 1.6298], [-1.2111, 0.8208, -6.1875]], "forces_ev_per_a": [[-0.2, 0.1, 0.0], [0.0, 0.0, 0.0], [0.0, 0.0, 0.0], [0.1, -0.1, -0.1], [0.0, 0.0, 0.0], [-0.1, -0.2, -0.1], [0.1, 0.0, 0.0], [0.0, 0.0, 0.0], [0.1, 0.0, 0.1], [0.0, 0.0, 0.0], [0.0, 0.0, 0.0], [0.0, 0.0, 0.0], [0.0, 0.0, 0.0], [0.0, 0.0, 0.0], [0.0, 0.1, 0.1], [0.0, 0.0, 0.0], [0.0, 0.0, 0.0], [0.0, 0.0, 0.0], [0.0, 0.0, 0.0], [0.0, 0.0, 0.0], [0.0, 0.0, 0.0], [0.0, 0.0, 0.0], [0.0, 0.0, 0.0], [0.0, 0.0, 0.0], [0.0, 0.0, 0.0], [0.0, 0.0, 0.0], [0.0, 0.0, 0.0], [0.0, 0.0, 0.0], [0.0, 0.0, 0.0], [0.0, 0.0, 0.0], [0.0, 0.0, 0.0], [0.0, 0.0, 0.0], [0.0, 0.0, 0.0], [0.1, 0.0, 0.0], [0.0, 0.0, 0.0], [0.0, 0.1, 0.0], [0.0, 0.0, 0.0], [0.0, 0.0, 0.0], [0.0, 0.0, 0.0], [0.0, 0.0, 0.0], [0.0, 0.0, 0.0], [0.0, 0.0, 0.0], [0.0, 0.0, 0.0], [0.0, 0.0, 0.0], [0.0, 0.0, 0.0], [0.0, 0.0, 0.0], [0.0, 0.0, 0.0], [0.0, 0.0, 0.0], [0.0, 0.0, 0.0], [0.0, 0.0, 0.0], [0.0, 0.0, 0.0], [0.0, 0.0, 0.0], [0.0, 0.0, 0.0], [0.0, 0.0, 0.0], [0.0, 0.0, 0.0], [0.0, 0.0, 0.0], [0.0, 0.0, 0.0], [0.0, 0.0, 0.0], [0.0, 0.0, 0.0], [0.0, 0.0, 0.0], [0.0, 0.0, 0.0], [0.0, 0.0, 0.0]]}